Entry 1:
81
Properties=species:S:1:pos:R:3:lowdin_charge:R:1 method="wB97M-V/def2-TZVPD" s2=0.885 gap_ha="0.22127 / 0.20335" spin_multiplicity=2 energy_ev=-80012.961 e_homo_ev="-10.9 / -10.9" mol_weight_g_mol=904.919 total_charge=+1
Ir 0.44217 1.04036 -0.63601 1.48
C 4.18561 2.20389 -0.24531 -0.08
C 3.29067 1.72502 0.89412 -0.22
N 2.48962 0.50763 0.60095 -0.18
C 2.01478 -0.07608 1.88442 -0.24
C 1.00217 0.78292 2.63029 -0.06
C 3.25399 -0.50794 -0.15342 -0.13
C 2.70627 -0.88567 -1.52681 -0.17
N 1.74802 0.04453 -2.05635 0.00
C 1.13672 -0.25217 -3.22000 -0.15
C 0.21778 0.68495 -3.79270 -0.16
F 0.11667 1.89225 -3.22389 0.07
C -0.59101 0.38204 -4.85269 -0.21
F -1.46655 1.27842 -5.28560 0.14
C -0.49811 -0.85193 -5.48038 0.15
C 0.44136 -1.75618 -5.01672 -0.19
F 0.56726 -2.93039 -5.62342 0.13
C 1.25659 -1.47645 -3.94399 -0.14
F 2.13789 -2.39551 -3.58093 0.13
H 4.44864 3.24836 -0.08448 0.09
H 3.68366 2.10079 -1.20945 0.08
H 5.12549 1.65663 -0.27825 0.08
H 2.58944 2.50993 1.16671 0.09
H 3.91499 1.53505 1.77434 0.14
H 2.88197 -0.26353 2.52829 0.14
H 1.54506 -1.02791 1.65569 0.09
H 1.45873 1.65703 3.09221 0.08
H 0.54186 0.18350 3.41424 0.09
H 0.21334 1.09321 1.94512 0.03
H 3.29255 -1.41831 0.44287 0.14
H 4.27791 -0.17150 -0.27892 0.11
H 2.24427 -1.87420 -1.46269 0.12
H 3.54198 -0.98488 -2.22631 0.15
H -1.14603 -1.11135 -6.30526 0.16
O -3.64245 1.49265 -1.18722 -0.23
S -2.50010 0.75717 -0.74871 0.66
O -1.63837 0.19529 -1.77725 -0.33
N -1.44480 1.72172 0.08258 -0.24
C -1.70290 3.03208 0.38559 -0.28
C -2.93545 3.56010 0.73761 0.00
C -3.05079 4.91061 1.08486 -0.04
C -1.97053 5.75073 1.04892 -0.02
C -0.71577 5.26263 0.63157 -0.14
C 0.42587 6.07756 0.49186 0.03
C 1.58148 5.52925 0.00300 -0.02
C 1.61020 4.16901 -0.32660 -0.12
N 0.58675 3.35919 -0.14283 0.03
C -0.57767 3.88943 0.31811 -0.15
C -2.99048 -0.47455 0.42204 -0.28
C -3.22520 -1.76904 -0.00912 -0.05
C -3.61875 -2.72050 0.91906 -0.06
C -3.79006 -2.36153 2.24817 -0.06
C -3.55535 -1.05807 2.66626 -0.05
C -3.14351 -0.10512 1.74828 -0.05
H -3.80184 2.91767 0.74180 0.11
H -4.01467 5.29047 1.39423 0.12
H -2.06595 6.79477 1.31406 0.12
H 0.35772 7.12741 0.74502 0.13
H 2.46312 6.13454 -0.14937 0.12
H 2.50522 3.73533 -0.74673 0.08
H -3.08485 -2.01267 -1.05449 0.13
H -3.80232 -3.73814 0.60196 0.12
H -4.10858 -3.10366 2.96776 0.12
H -3.69222 -0.78112 3.70251 0.11
H -2.94869 0.91404 2.05546 0.11
O -0.10439 -2.17409 -1.69527 0.05
C -0.15579 -2.04720 -0.47822 -0.58
O -0.04825 -0.97077 0.21549 -0.14
C -0.28083 -3.30107 0.37983 -0.12
C -0.21981 -4.54290 -0.23847 0.01
C -0.25526 -5.69513 0.52797 0.02
C -0.34539 -5.58556 1.90674 -0.13
C -0.45018 -4.35334 2.53266 0.02
C -0.41539 -3.20671 1.76075 -0.02
N -0.30932 -6.80701 2.72199 -0.35
O -0.19479 -7.86383 2.13588 0.09
O -0.38372 -6.67564 3.92748 0.09
H -0.15032 -4.59842 -1.31512 0.12
H -0.20057 -6.67677 0.08138 0.12
H -0.55671 -4.31107 3.60697 0.12
H -0.50407 -2.23027 2.21590 0.11

---

Entry 2:
78
Properties=species:S:1:pos:R:3:lowdin_charge:R:1 method="wB97M-V/def2-TZVPD" gap_ha=0.20660 spin_multiplicity=1 energy_ev=-78265.165 e_homo_ev=-7.0 mol_weight_g_mol=874.998
Pb 0.24189 0.10294 -2.04509 1.19
O 2.31888 4.64705 0.47580 0.00
C 1.50161 3.75999 -0.04149 -0.33
O 1.95218 2.68248 -0.55265 0.00
C 0.12082 4.10062 0.01125 -0.02
C -0.23177 5.34860 0.56164 0.09
C -1.53681 5.71814 0.66230 -0.13
C -2.57082 4.88059 0.20753 0.10
C -2.25355 3.69295 -0.35966 -0.05
C -0.89580 3.18526 -0.47724 -0.28
O -0.66601 2.05975 -0.94036 -0.21
N -3.36740 2.89124 -0.88592 -0.35
O -4.39867 2.89091 -0.24004 0.08
O -3.19704 2.31473 -1.93708 0.11
N -1.87402 7.01597 1.24156 -0.36
O -0.95946 7.72713 1.61222 0.08
O -3.05179 7.30513 1.31568 0.09
H 0.52953 6.02795 0.91229 0.14
H -3.60325 5.18707 0.29824 0.14
C 3.74091 4.52708 0.30409 0.01
Si 2.89508 1.31157 0.04447 0.39
C 4.63550 1.52578 -0.58430 -0.14
C 2.73717 1.50703 1.89980 -0.13
N 2.14327 -0.01746 -0.66292 -0.20
C 2.78883 -1.24559 -0.54004 -0.34
C 3.68839 -1.56012 0.49360 -0.06
C 4.34691 -2.77929 0.56652 -0.09
C 4.12518 -3.76014 -0.38499 -0.10
C 3.23159 -3.50020 -1.41506 -0.01
C 2.60793 -2.27999 -1.46443 -0.24
F 1.74923 -2.05455 -2.51107 -0.07
H 4.13451 5.51460 0.51893 0.11
H 4.14038 3.80577 1.01240 0.08
H 3.97779 4.23391 -0.71489 0.10
H 5.29124 2.10858 0.06270 0.03
H 4.63407 1.97105 -1.58173 0.05
H 5.06886 0.52759 -0.68146 0.04
H 3.66625 1.24155 2.40936 0.04
H 1.95534 0.83454 2.25952 0.05
H 2.46983 2.51815 2.21792 0.03
H 3.85860 -0.83381 1.28150 0.09
H 5.02863 -2.96258 1.38740 0.10
H 4.62335 -4.71776 -0.32517 0.10
H 3.00569 -4.23254 -2.17882 0.13
C -3.39446 -0.24421 3.43251 -0.09
C -3.07863 -1.58091 3.22681 -0.08
C -2.41775 -1.97071 2.07046 -0.09
C -2.05370 -1.03528 1.09567 -0.29
C -2.37932 0.30112 1.32616 -0.10
C -3.04565 0.69908 2.47750 -0.08
Si -1.25288 -1.60981 -0.51147 0.62
C -0.33165 -3.19996 -0.08292 -0.30
C 0.57365 -3.18712 0.98466 -0.12
C 1.26009 -4.32919 1.36303 -0.09
C 1.06227 -5.51770 0.67084 -0.10
C 0.17819 -5.55090 -0.39614 -0.09
C -0.51316 -4.40228 -0.76599 -0.09
C -2.61637 -2.01205 -1.74818 -0.31
C -3.97017 -1.83439 -1.45711 -0.08
C -4.94673 -2.07301 -2.41526 -0.08
C -4.58826 -2.49685 -3.68646 -0.09
C -3.24749 -2.67498 -4.00025 -0.09
C -2.27631 -2.42642 -3.04149 -0.15
H -3.91476 0.05908 4.33233 0.10
H -3.35253 -2.32244 3.96715 0.10
H -2.18127 -3.01859 1.92475 0.10
H -2.10513 1.03728 0.58282 0.06
H -3.30006 1.74215 2.62189 0.10
H 0.73691 -2.26562 1.53586 0.11
H 1.95394 -4.29329 2.19389 0.10
H 1.59800 -6.41262 0.96277 0.10
H 0.01479 -6.47520 -0.93713 0.10
H -1.21733 -4.45355 -1.58862 0.09
H -4.26675 -1.49926 -0.46950 0.10
H -5.99056 -1.92407 -2.16826 0.10
H -5.34975 -2.68216 -4.43341 0.10
H -2.95981 -3.00002 -4.99248 0.10
H -1.23043 -2.56780 -3.30670 0.09

---

Entry 3:
74
Properties=species:S:1:pos:R:3:lowdin_charge:R:1 method="wB97M-V/def2-TZVPD" s2=8.764 gap_ha="0.20853 / 0.19706" spin_multiplicity=6 energy_ev=-102471.589 e_homo_ev="-12.6 / -12.6" mol_weight_g_mol=666.408 total_charge=+2
Fe -0.19570 -0.00167 0.94555 0.87
O -0.40077 -3.99579 -0.47122 0.22
C -0.50976 -2.72821 -0.18794 -0.40
O 0.25613 -2.09272 0.53129 0.04
C -1.67912 -2.02570 -0.80978 -0.13
C -2.66568 -2.57336 -1.61310 0.08
C -3.66938 -1.72025 -2.06295 0.03
C -3.65575 -0.37305 -1.70627 0.06
C -2.62188 0.07653 -0.90167 -0.13
N -1.66910 -0.74383 -0.47422 0.10
C -2.36668 1.46532 -0.37253 -0.38
O -3.13522 2.47550 -0.66933 0.24
O -1.38870 1.63005 0.35215 0.03
H 0.38129 -4.38526 -0.04085 0.17
H -2.65090 -3.62185 -1.87157 0.14
H -4.46266 -2.10202 -2.68967 0.14
H -4.44130 0.28213 -2.05672 0.13
H -3.87928 2.25725 -1.24986 0.15
C -0.98479 -1.41006 5.09613 0.04
O -0.06373 -0.80525 4.12132 -0.06
C -0.53469 -0.44833 2.98537 -0.42
O -1.66590 -0.59826 2.52930 0.05
H -0.34270 -1.74284 5.90417 0.10
H -1.50767 -2.23901 4.62676 0.10
H -1.68025 -0.64609 5.43311 0.11
C 3.09811 0.25458 2.41113 -0.48
P 2.14538 0.76979 0.96856 0.96
C 2.85321 0.00219 -0.50789 -0.37
C 4.13712 -0.53541 -0.54963 -0.07
C 4.62573 -1.07707 -1.73077 -0.05
C 3.84311 -1.08268 -2.87501 -0.05
C 2.56080 -0.54726 -2.84508 -0.06
C 2.07259 -0.01338 -1.66430 -0.12
C 2.37165 2.55124 0.80383 -0.38
C 1.33760 3.43559 1.08890 -0.11
C 1.55202 4.80475 0.99986 -0.06
C 2.79902 5.28576 0.63558 -0.05
C 3.83869 4.40520 0.35915 -0.05
C 3.62719 3.04074 0.43699 -0.07
P 2.53217 1.23179 3.91360 1.04
C 3.10102 0.09924 5.24126 -0.38
C 2.86868 -1.27455 5.18832 -0.13
C 3.21118 -2.09583 6.25221 -0.08
C 3.77814 -1.55252 7.39634 -0.07
C 3.99440 -0.18443 7.46941 -0.06
C 3.65998 0.63479 6.40203 -0.09
C 3.80881 2.53178 3.92680 -0.42
C 5.17416 2.27369 3.79179 -0.10
C 6.08827 3.31022 3.80211 -0.06
C 5.64801 4.62223 3.95875 -0.06
C 4.29857 4.88883 4.10746 -0.07
C 3.38062 3.84504 4.09033 -0.11
H 4.16013 0.43067 2.22018 0.05
H 2.94848 -0.81594 2.56311 0.05
H 4.76366 -0.54455 0.33272 0.10
H 5.62401 -1.49099 -1.75590 0.12
H 4.23323 -1.49856 -3.79325 0.12
H 1.95523 -0.53680 -3.74078 0.11
H 1.07955 0.43799 -1.66167 0.09
H 0.36250 3.07334 1.39125 0.08
H 0.74640 5.49186 1.22054 0.11
H 2.96687 6.35184 0.56794 0.12
H 4.81175 4.78330 0.08068 0.12
H 4.43995 2.36192 0.21144 0.11
H 2.40987 -1.72527 4.31653 0.08
H 3.03852 -3.16156 6.18629 0.11
H 4.05203 -2.19148 8.22402 0.11
H 4.43170 0.24866 8.35832 0.11
H 3.84173 1.69924 6.47581 0.11
H 5.52866 1.25263 3.70233 0.11
H 7.14437 3.10191 3.70381 0.11
H 6.36420 5.43186 3.97707 0.11
H 3.95692 5.90576 4.24247 0.11
H 2.32456 4.05242 4.20855 0.10